The following is a DFT calculation (ωB97M-V/def2-TZVPD) of the ion C3H9O4S with charge +1 at a distorted geometry.

Structure (XYZ):
```
17
C3H9O4S (ωB97M-V/def2-TZVPD)
C 2.551 -0.396 -0.493
C -0.931 2.332 0.304
C -1.686 -1.852 0.124
O 0.331 -0.062 1.282
O 1.381 0.278 -0.883
O -0.889 1.120 -0.556
O -0.614 -1.207 -0.653
S 0.074 0.031 -0.094
H 3.333 -0.235 -1.309
H 2.291 -1.470 -0.672
H 2.801 -0.349 0.507
H -0.452 2.113 1.375
H -1.984 2.501 0.452
H -0.430 3.246 -0.219
H -1.264 -2.809 0.500
H -2.503 -2.027 -0.653
H -2.010 -1.213 0.987
```

The spin multiplicity is 1. Its total charge is +1. The energy above the lowest of the compared OMol25 structures with the same formula, charge and spin is 0.166 eV. Its strongest force on any atom is 5.4 eV/A. The LUMO energy is -2.87 eV. The calculation puts the gap between HOMO and LUMO at 13.9 eV. The calculation puts the total energy at -818.48717 Eh.